Formula: C6H16N2O
Source: OMol25
Level of theory: ωB97M-V/def2-TZVPD

Output
HOMO-LUMO gap: 9.630 eV
structure (SMILES): CN[C@](C)(N)[C@@H](C)CO
HOMO energy: -8.8 eV
LUMO energy: 0.8 eV
energy above the lowest of the compared OMol25 structures with the same formula, charge and spin: 109.46 kJ/mol

Geometry as XYZ:
```
25
C6H16N2O | OMol25 | ωB97M-V/def2-TZVPD
C 2.805 0.289 -0.142
N 1.436 0.601 -0.492
C 0.329 -0.045 0.376
C 0.284 0.570 1.781
N 0.495 -1.463 0.502
C -0.925 0.276 -0.443
C -0.877 -0.267 -1.867
C -2.204 -0.330 0.289
O -3.388 -0.083 -0.432
H 3.468 0.798 -0.843
H 3.098 0.579 0.880
H 2.972 -0.783 -0.254
H 1.302 1.607 -0.474
H 1.279 0.550 2.223
H -0.058 1.602 1.740
H -0.385 0.000 2.418
H 1.256 -1.694 1.129
H 0.671 -1.887 -0.399
H -1.052 1.364 -0.470
H -0.862 -1.353 -1.863
H -1.765 0.047 -2.411
H 0.012 0.098 -2.374
H -2.295 0.069 1.307
H -2.097 -1.414 0.340
H -3.499 0.870 -0.519
```

Formula: C45H36N5O4S2TeTi
Source: OMol25
Level of theory: ωB97M-V/def2-TZVPD

Output
HOMO-LUMO gap: 7.245 eV
HOMO energy: -5.1 eV
LUMO energy: 2.1 eV
total charge: -1
energy above the lowest of the compared OMol25 structures with the same formula, charge and spin: 0.00 kJ/mol

Geometry as XYZ:
```
94
C45H36N5O4S2TeTi | OMol25 | ωB97M-V/def2-TZVPD
Ti 2.224 0.727 1.943
O 3.076 0.533 3.910
C 4.493 0.516 4.099
C 5.180 -0.212 2.915
C 6.415 -0.847 3.030
C 6.906 -1.468 1.900
C 6.157 -1.563 0.690
C 4.991 -0.806 0.632
N 4.534 -0.161 1.767
H 2.663 -0.353 4.195
H 4.726 0.017 5.062
H 4.792 1.562 4.140
H 6.970 -0.729 3.945
H 7.886 -1.902 2.016
H 6.579 -2.149 -0.160
H 4.396 -0.660 -0.236
S 2.031 1.018 -0.496
C 2.329 2.796 -0.632
C 2.080 3.419 -1.860
C 2.152 4.787 -2.040
C 1.879 5.335 -3.326
N 1.612 5.741 -4.378
C 2.557 5.575 -0.964
C 2.844 4.977 0.263
C 2.684 3.636 0.487
S 3.178 3.021 2.023
C 2.751 6.984 -1.148
N 2.881 8.102 -1.366
H 1.792 2.813 -2.699
H 3.051 5.642 1.107
O 1.911 -1.490 4.423
C 1.792 -2.069 3.316
N 2.100 -1.514 2.114
C 1.671 -2.421 1.111
O 1.853 -2.388 -0.113
C 1.005 -3.627 1.816
C 0.349 -4.776 1.431
C -0.014 -5.717 2.431
C 0.226 -5.443 3.797
C 0.765 -4.201 4.157
C 1.172 -3.388 3.168
H 0.233 -5.027 0.376
H -0.494 -6.672 2.182
H -0.016 -6.136 4.575
H 0.918 -3.886 5.183
C -3.446 -4.737 -6.781
C -3.487 -3.791 -5.580
C -4.099 -4.072 -4.391
C -4.105 -3.125 -3.327
C -4.957 -3.504 -2.056
C -3.377 -1.934 -3.463
Te -3.337 -0.570 -1.852
N 0.592 0.724 2.461
C -0.458 0.320 3.237
O -1.075 -0.758 3.136
C -0.755 1.269 4.358
C -0.145 2.486 4.416
C -0.314 3.251 5.532
C -1.177 2.909 6.554
C -1.846 1.668 6.459
C -1.648 0.880 5.362
C -3.678 1.347 -2.811
C -4.526 1.586 -3.886
C -4.520 2.854 -4.536
C -3.816 3.933 -3.979
C -2.988 3.675 -2.923
C -2.907 2.437 -2.296
C -1.942 2.269 -1.166
C -2.695 -1.704 -4.684
C -1.720 -0.550 -4.794
C -2.772 -2.622 -5.668
H -4.359 -4.570 -7.373
H -3.494 -5.758 -6.480
H -2.519 -4.530 -7.357
H -4.788 -4.944 -4.336
H -5.365 -4.516 -2.171
H -5.710 -2.763 -1.910
H -4.418 -3.412 -1.122
H 0.472 2.775 3.611
H 0.239 4.170 5.566
H -1.371 3.503 7.455
H -2.563 1.440 7.191
H -2.173 -0.064 5.294
H -5.083 0.825 -4.397
H -5.124 3.043 -5.454
H -3.826 4.917 -4.408
H -2.380 4.516 -2.583
H -1.397 3.218 -1.073
H -1.212 1.508 -1.422
H -2.332 2.003 -0.167
H -0.878 -0.716 -4.100
H -2.211 0.330 -4.508
H -1.320 -0.480 -5.777
H -2.271 -2.335 -6.591
```

Formula: C6H19N2O
Source: OMol25
Level of theory: ωB97M-V/def2-TZVPD

Output
HOMO-LUMO gap: 7.908 eV
HOMO energy: -11.4 eV
LUMO energy: -3.4 eV
total charge: +1
energy above the lowest of the compared OMol25 structures with the same formula, charge and spin: 294.05 kJ/mol

Geometry as XYZ:
```
28
C6H19N2O | OMol25 | ωB97M-V/def2-TZVPD
N 1.304 -2.213 0.794
C 0.715 -1.315 -0.241
C -0.370 -0.389 0.244
N 0.050 0.892 -0.318
C 0.837 1.704 0.564
C -2.100 1.435 -1.130
C -0.594 1.656 -1.403
C -0.036 1.300 -2.796
H 1.262 -3.172 0.473
H 2.291 -1.909 0.938
H 0.711 -2.251 1.621
H 0.310 -2.177 -1.068
H 1.557 -0.872 -0.797
H -1.457 -0.673 -0.110
H -0.443 -0.274 1.390
H 0.963 1.168 1.538
H 1.821 1.939 0.246
H 0.378 2.745 0.831
H -2.349 1.609 0.018
H -2.750 2.178 -1.780
H -2.483 0.368 -1.525
H -0.336 2.746 -1.185
H -0.540 0.405 -3.109
H 1.084 1.129 -2.794
H -0.199 2.096 -3.612
H 0.187 -3.067 3.613
H -0.833 -1.889 3.528
O 0.080 -2.150 3.378
```

Formula: C26H74N4O9
Source: OMol25
Level of theory: ωB97M-V/def2-TZVPD

Output
HOMO-LUMO gap: 9.292 eV
structure (SMILES): COC[C@H](C)N.COC[C@H](C)N.COC[C@H](C)N.COC[C@H](C)N.CCO.CCO.CCO.CCO.CCO
HOMO energy: -8.9 eV
LUMO energy: 0.4 eV
energy above the lowest of the compared OMol25 structures with the same formula, charge and spin: 263.44 kJ/mol

Geometry as XYZ:
```
113
C26H74N4O9 | OMol25 | ωB97M-V/def2-TZVPD
C 0.698 3.943 -6.142
O 0.188 3.063 -5.170
C -0.984 3.531 -4.517
C -1.285 2.591 -3.364
C -2.460 3.081 -2.543
N -0.146 2.366 -2.482
H 1.662 3.575 -6.482
H 0.820 4.954 -5.735
H 0.044 4.118 -7.003
H -0.834 4.512 -4.046
H -1.749 3.516 -5.300
H -1.571 1.642 -3.837
H -3.326 3.222 -3.193
H -2.243 4.043 -2.068
H -2.704 2.377 -1.749
H 0.121 3.201 -1.968
H 0.655 2.143 -3.082
C -0.023 -3.292 -1.377
O -1.415 -3.377 -1.534
C -1.859 -2.782 -2.739
C -3.370 -3.000 -2.872
C -3.742 -4.484 -2.976
N -3.931 -2.283 -4.009
H 0.423 -4.151 -1.897
H 0.219 -3.088 -0.333
H 0.437 -2.428 -1.885
H -1.764 -1.698 -2.618
H -1.386 -3.302 -3.579
H -3.744 -2.509 -1.961
H -3.515 -4.919 -2.002
H -3.091 -4.935 -3.726
H -4.788 -4.577 -3.252
H -4.924 -2.123 -3.953
H -3.484 -1.390 -4.185
C 4.649 -1.892 -3.171
O 5.206 -0.679 -3.663
C 4.398 0.459 -3.439
C 3.193 0.481 -4.383
C 3.622 0.306 -5.856
N 2.686 1.861 -4.264
H 5.437 -2.440 -2.653
H 4.258 -2.503 -3.986
H 3.874 -1.646 -2.440
H 4.127 0.548 -2.380
H 5.011 1.350 -3.591
H 2.394 -0.223 -4.159
H 4.517 0.882 -6.118
H 2.809 0.640 -6.496
H 4.015 -0.694 -6.076
H 1.880 2.029 -4.875
H 3.283 2.625 -4.562
C -1.943 -3.314 7.222
O -1.086 -3.177 6.126
C -1.633 -2.502 4.989
C -1.226 -3.257 3.741
C -1.618 -2.507 2.469
N -1.888 -4.571 3.726
H -1.314 -3.510 8.089
H -2.725 -4.078 7.144
H -2.510 -2.404 7.463
H -2.726 -2.512 5.037
H -1.209 -1.496 5.031
H -0.138 -3.396 3.817
H -0.902 -1.694 2.295
H -2.559 -1.962 2.567
H -1.700 -3.054 1.530
H -1.672 -5.003 4.623
H -1.429 -5.113 3.002
C -3.328 -0.596 0.156
C -3.734 0.297 1.323
O -5.146 0.512 1.122
H -3.395 0.050 -0.719
H -3.936 -1.498 0.118
H -2.292 -0.941 0.143
H -3.238 1.261 1.193
H -3.528 -0.070 2.327
H -5.449 1.175 1.750
C -1.725 3.845 2.623
C -0.655 4.713 3.246
O -0.421 5.867 2.445
H -2.647 4.425 2.526
H -1.904 2.866 3.062
H -1.451 3.681 1.573
H 0.338 4.248 3.310
H -0.857 4.998 4.280
H -0.327 5.615 1.524
C 4.496 -0.278 3.609
C 3.578 -1.193 2.815
O 4.174 -2.512 2.797
H 5.448 -0.053 3.127
H 4.773 -0.579 4.620
H 3.949 0.671 3.671
H 3.490 -0.853 1.790
H 2.646 -1.352 3.360
H 4.000 -3.012 3.594
C 2.209 0.651 -0.422
C 0.808 0.754 0.189
O -0.122 0.231 -0.725
H 2.498 -0.351 -0.738
H 2.977 0.950 0.305
H 2.329 1.340 -1.263
H 0.579 1.776 0.506
H 0.917 0.144 1.092
H -0.122 0.825 -1.528
C 0.407 1.424 5.697
C 1.702 1.209 4.917
O 2.317 2.492 4.802
H 0.376 1.909 6.667
H -0.004 0.413 5.848
H -0.337 1.864 5.025
H 1.516 0.788 3.935
H 2.236 0.497 5.554
H 2.842 2.710 5.576
```

Formula: C10H7IrN2O5
Source: OMol25
Level of theory: ωB97M-V/def2-TZVPD

Output
HOMO-LUMO gap (alpha / beta): 5.521 / 6.971 eV
HOMO energy (alpha / beta): -13.8 / -18.8 eV
expectation value of S²: 6.050
LUMO energy (alpha / beta): -8.3 / -11.8 eV
total charge: +2
2S+1: 5
energy above the lowest of the compared OMol25 structures with the same formula, charge and spin: 193.89 kJ/mol

Geometry as XYZ:
```
25
C10H7IrN2O5 | OMol25 | ωB97M-V/def2-TZVPD
O 2.679 1.004 -2.782
C 2.242 1.135 -1.724
Ir 1.652 0.372 0.168
O 2.513 -1.537 -2.100
C 2.136 -0.860 -1.242
C 1.497 -0.975 1.653
O 1.576 -1.652 2.581
C 0.703 1.968 0.970
O 0.141 2.624 1.808
C 3.456 0.863 0.609
O 4.456 1.203 1.069
H 1.049 2.301 -0.086
N -1.107 -0.338 2.124
C -1.440 -0.480 0.796
C -2.761 -0.884 0.437
C -3.113 -0.948 -0.922
C -2.137 -0.560 -1.855
C -0.858 -0.183 -1.452
N -0.493 -0.247 -0.155
H -0.407 0.390 2.426
H -1.830 -0.517 2.804
H -3.462 -1.091 1.226
H -4.116 -1.212 -1.245
H -2.311 -0.549 -2.943
H -0.067 0.174 -2.166
```